# 1
The following is a DFT calculation (ωB97M-V/def2-TZVPD) of a molecular structure, C15H25CdN7O10P2S.

Highest occupied orbital energy: -8.9 eV
Multiplicity: 1
Orbital gap: 8.5851 eV
Lowest unoccupied orbital energy: -0.0102 Ha
Total charge: 0

Geometry as XYZ:
```
61
Properties=species:S:1:pos:R:3:mulliken_charge:R:1
Cd 0.90 -0.15 0.74 2.046
S -3.72 -1.28 -3.61 1.338
P 1.60 1.19 3.14 0.767
P 3.42 1.07 0.91 0.831
O 2.71 2.02 -0.01 -0.897
O -4.16 -1.83 -4.85 -0.670
O -0.09 -1.75 1.32 -0.968
O -4.43 -1.64 -2.42 -0.582
O 1.37 2.24 4.39 -0.611
O -3.72 0.30 -3.75 -0.644
O 2.99 -0.36 0.91 -0.806
O 1.65 -0.20 3.59 -0.732
O 0.64 1.60 2.05 -0.896
O 5.00 1.13 0.64 -0.615
N -1.04 0.81 -0.07 0.387
N 0.54 -2.86 1.03 0.151
N -3.51 1.54 -1.36 -0.364
N 2.85 3.31 2.20 -0.190
N 1.66 -1.57 -1.38 -0.466
N -1.96 -4.11 3.08 -0.469
N 1.18 -6.17 0.83 -0.481
C 0.69 -5.18 1.14 0.037
C -2.17 -0.13 -0.17 0.475
C -1.06 -4.07 2.38 0.145
C 3.21 1.91 2.56 0.840
C 4.36 1.81 3.54 -1.829
C 0.20 -0.67 -3.06 -0.577
C -1.06 -0.62 -3.62 -0.134
C -1.99 -1.60 -3.30 0.084
C -1.10 1.81 -1.14 -0.609
C -0.37 -2.75 -1.98 -0.570
C 0.06 -3.97 1.51 0.506
C 0.52 -1.69 -2.15 0.178
C -1.63 -2.69 -2.53 -0.740
C -3.52 0.58 -0.25 -1.294
C -2.45 2.53 -1.17 -0.869
H 5.29 2.15 3.09 0.460
H -2.48 3.24 -2.00 0.484
H -4.41 2.00 -1.42 0.261
H 1.94 -2.40 -0.87 0.240
H 4.15 2.39 4.44 0.438
H 4.46 0.76 3.82 0.417
H -0.08 -3.59 -1.37 0.504
H 2.44 -1.06 -1.78 0.244
H 5.42 0.31 0.91 0.326
H -1.36 0.19 -4.26 0.445
H 2.57 3.16 1.17 0.423
H 0.92 0.11 -3.27 0.311
H 1.04 1.74 5.14 0.362
H -4.29 -0.16 -0.44 0.551
H 3.63 3.97 2.28 0.319
H -2.36 -3.46 -2.34 0.453
H -2.14 -0.79 0.69 0.546
H -0.95 1.29 -2.09 -0.087
H -3.73 1.08 0.71 0.417
H -1.17 1.32 0.81 0.444
H -2.04 -0.73 -1.07 -0.923
H -2.59 3.08 -0.22 0.338
H 2.05 3.61 2.77 0.349
H -0.29 2.53 -0.99 0.359
H -3.60 0.74 -2.86 0.544
```

---

# 2
The following is a DFT calculation (ωB97M-V/def2-TZVPD) of a molecular structure, C15H25ClCuN4O5.

Highest occupied orbital energy (spin up / spin down): -15.3 / -15.3 eV
Multiplicity: 2
Orbital gap (spin up / spin down): 9.8159 / 8.1410 eV
Lowest unoccupied orbital energy (spin up / spin down): -0.2029 / -0.2645 Ha
Total charge: +2

Geometry as XYZ:
```
51
Properties=species:S:1:pos:R:3:mulliken_spin:R:1
Cu 0.48 0.27 0.62 0.697
Cl -1.91 5.17 -0.83 0.001
O -2.05 1.04 1.66 0.000
O -3.06 -1.50 -0.58 0.000
O 0.47 0.06 2.66 0.042
O -0.56 -0.43 4.55 0.005
O -1.24 -1.19 0.68 0.000
N 1.38 -1.56 0.75 0.099
N -1.47 -2.71 -2.30 0.000
N 1.25 0.46 -1.37 0.104
N 0.34 2.29 0.61 0.073
C -0.21 -2.07 -1.81 -0.001
C 1.52 4.32 0.99 0.005
C 2.63 -1.59 -1.39 0.003
C -0.60 4.35 -0.09 0.005
C 1.83 -2.41 -0.38 -0.005
C -0.65 2.97 0.04 -0.007
C 1.76 -0.65 -2.22 -0.005
C -0.55 0.07 3.35 -0.003
C 1.41 2.95 1.08 -0.003
C 0.60 -1.39 -2.88 0.002
C -2.43 -0.96 0.35 -0.001
C -1.86 0.74 3.02 -0.001
C 0.50 5.04 0.39 -0.004
C -3.06 0.26 1.02 0.000
C 0.62 -3.08 -1.03 0.002
H 0.01 -3.57 -0.27 0.000
H 0.99 -3.85 -1.71 0.000
H 0.59 1.02 -1.91 -0.007
H 2.18 2.36 1.57 0.003
H 3.14 -2.27 -2.07 0.000
H 2.15 -1.41 1.41 -0.003
H -2.17 -2.60 -1.49 0.000
H 0.64 -2.04 1.26 -0.004
H 1.01 -2.11 -3.60 0.000
H 2.38 -0.22 -3.01 0.003
H -0.59 -1.31 -1.13 0.002
H -3.82 -0.06 1.74 0.000
H -0.01 -0.68 -3.45 0.000
H -2.66 0.12 3.43 0.000
H 0.55 6.12 0.30 0.000
H 0.32 -0.77 4.80 -0.001
H 3.41 -1.02 -0.87 0.001
H -1.34 -3.67 -2.61 0.000
H -3.55 0.89 0.27 0.000
H 2.03 1.10 -1.18 -0.005
H -1.89 -2.18 -3.07 0.000
H -1.52 2.42 -0.29 -0.001
H -1.86 1.68 3.59 0.000
H 2.47 -3.19 0.02 0.004
H 2.39 4.82 1.39 0.000
```

---

# 3
The following is a DFT calculation (ωB97M-V/def2-TZVPD) of a molecular structure, C15H25ClINO2PRh.

Highest occupied orbital energy (spin up / spin down): -13.2 / -15.1 eV
Multiplicity: 5
Orbital gap (spin up / spin down): 6.6631 / 4.4205 eV
Lowest unoccupied orbital energy (spin up / spin down): -0.2394 / -0.3917 Ha
Total charge: +2

Geometry as XYZ:
```
47
Properties=species:S:1:pos:R:3:mulliken_spin:R:1
I 0.80 2.76 -2.38 0.838
Rh -0.57 0.54 -1.39 1.305
Cl 1.26 1.67 0.27 0.333
P 1.36 -0.80 -1.99 0.261
O -1.72 -2.23 -0.69 -0.037
O -1.78 -1.02 -3.41 0.077
N 1.09 0.21 2.68 0.035
C -1.61 0.72 0.62 0.716
C -1.65 0.10 -2.96 -0.141
C -2.69 1.55 0.52 -0.080
C -3.29 1.03 2.79 0.207
C -1.23 -1.19 -0.90 0.109
C 0.01 -0.71 2.11 0.044
C 2.38 -0.51 2.86 -0.001
C -3.56 1.72 1.62 0.060
C 1.49 -2.56 -1.49 0.018
C -1.24 0.09 1.82 0.085
C 1.36 -0.87 -3.81 0.022
C -2.15 0.23 2.88 0.117
C 3.07 -0.29 -1.57 0.035
C -2.17 1.23 -3.86 0.045
C 0.73 0.96 3.91 -0.006
H 1.23 0.92 1.90 -0.043
H -2.98 0.74 -4.40 0.006
H -0.16 -1.49 2.86 0.002
H 0.36 -1.18 -4.14 -0.001
H 1.62 1.53 4.20 -0.001
H 2.16 -3.08 -2.19 0.006
H 0.46 0.26 4.71 0.001
H 2.71 -0.91 1.89 -0.001
H 3.14 0.81 -1.59 -0.009
H -3.97 1.11 3.65 -0.005
H 0.51 -3.05 -1.50 -0.001
H -2.60 2.12 -3.39 -0.010
H -2.91 2.06 -0.42 -0.008
H 1.91 -2.62 -0.47 0.000
H 2.22 -1.33 3.57 0.000
H 2.12 -1.60 -4.13 0.005
H -1.48 1.60 -4.63 0.002
H 3.32 -0.66 -0.57 0.000
H -4.43 2.36 1.53 0.005
H 0.46 -1.19 1.23 -0.010
H -1.95 -0.30 3.81 0.007
H 3.76 -0.73 -2.30 0.009
H 3.12 0.19 3.25 0.000
H -0.09 1.66 3.71 0.005
H 1.59 0.13 -4.19 0.000
```

---

Number 1: total energy -2971.10184 hartree, strongest force on any atom 3.9 eV/Å. Number 2: total energy -3282.03668 hartree, strongest force on any atom 1.4 eV/Å. Number 3: total energy -2000.86478 hartree, strongest force on any atom 4.8 eV/Å.